Record 1
{"formula": "C20H38N4O4", "method": "ωB97M-V/def2-TZVPD", "symbols": ["C", "C", "C", "C", "C", "N", "C", "C", "O", "C", "O", "N", "C", "H", "H", "H", "H", "H", "H", "H", "H", "H", "H", "H", "H", "H", "H", "H", "H", "H", "H", "O", "C", "N", "C", "C", "C", "C", "C", "O", "N", "C", "C", "C", "C", "C", "H", "H", "H", "H", "H", "H", "H", "H", "H", "H", "H", "H", "H", "H", "H", "H", "H", "H", "H", "H"], "coordinates": [[4.13455, 3.02338, -0.65986], [3.36766, 3.53905, -1.88465], [1.96208, 4.08516, -1.55754], [1.03805, 2.96480, -1.04746], [1.36600, 4.85971, -2.76297], [0.19689, 5.63959, -2.32246], [0.16580, 6.88566, -1.85049], [1.44708, 7.69145, -1.75234], [-0.88800, 7.39261, -1.50291], [0.97174, 3.94248, -3.94154], [-0.10302, 3.35291, -3.93098], [1.78062, 3.78404, -4.99510], [3.03513, 4.47778, -5.29013], [4.17414, 3.79464, 0.10982], [5.15190, 2.76592, -0.95500], [3.65577, 2.13094, -0.25801], [3.95961, 4.34719, -2.31530], [3.29256, 2.73653, -2.61928], [2.08034, 4.80115, -0.74265], [0.02724, 3.34610, -0.89839], [1.00153, 2.14004, -1.76039], [1.40045, 2.59511, -0.08968], [2.12053, 5.55654, -3.11892], [-0.70094, 5.17935, -2.38919], [2.17923, 7.15314, -1.15607], [1.22493, 8.64394, -1.27282], [1.83173, 7.87523, -2.75249], [1.42135, 3.15226, -5.69596], [3.81595, 4.17419, -4.59265], [3.36154, 4.22652, -6.30108], [2.89151, 5.55865, -5.23431], [-2.73652, -3.24941, 2.88823], [-2.20578, -3.62377, 1.85504], [-2.68265, -4.70930, 1.15950], [-3.73135, -5.57453, 1.69463], [-3.19405, -6.47389, 2.81405], [-4.25118, -7.43599, 3.33056], [-3.41472, -8.53766, 3.95282], [-2.11108, -8.51039, 3.15900], [-2.14058, -7.32647, 2.34959], [-1.10140, -2.97934, 1.35087], [-0.53229, -1.78128, 1.95301], [-1.29278, -0.51116, 1.56172], [-0.24078, 0.51379, 1.13839], [1.10252, -0.06272, 1.56630], [0.90142, -1.56742, 1.48090], [-1.99754, -5.15895, 0.56175], [-4.55920, -4.96781, 2.07835], [-4.13122, -6.19567, 0.88709], [-2.82699, -5.85109, 3.63794], [-4.91972, -6.96149, 4.05570], [-4.84993, -7.83456, 2.50515], [-3.21428, -8.31161, 5.00503], [-3.91088, -9.51113, 3.89284], [-1.24819, -8.50077, 3.83269], [-2.03693, -9.39423, 2.51741], [-0.84343, -3.20319, 0.39698], [-0.53006, -1.87217, 3.04710], [-1.99061, -0.69759, 0.73891], [-1.86856, -0.14579, 2.41824], [-0.42254, 1.49379, 1.59145], [-0.26389, 0.62561, 0.04967], [1.32246, 0.22807, 2.59913], [1.92086, 0.28011, 0.92507], [1.01844, -1.89669, 0.44300], [1.61952, -2.11135, 2.10269]], "forces_ev_per_a": [[-0.299, 0.024, -0.430], [-0.137, 0.204, 0.456], [0.285, -0.871, -0.277], [0.182, 0.492, -0.168], [-0.112, 0.335, 0.381], [0.492, -1.750, -1.095], [-0.238, 1.499, 0.573], [-0.174, -0.288, 0.002], [-0.223, -0.019, 0.042], [-1.341, -0.130, 0.589], [0.085, 0.230, 0.446], [1.224, 0.223, -0.697], [-0.272, -0.088, 0.246], [0.035, -0.063, 0.094], [0.018, -0.032, 0.133], [0.077, 0.016, 0.140], [0.045, 0.074, -0.200], [-0.022, -0.020, -0.184], [-0.057, 0.261, -0.058], [-0.013, -0.117, 0.000], [-0.064, -0.021, 0.024], [-0.011, -0.042, -0.001], [0.110, 0.155, 0.051], [0.022, -0.026, -0.040], [0.275, -0.003, -0.065], [-0.075, -0.172, -0.085], [0.247, 0.015, -0.064], [-0.081, 0.062, 0.155], [0.065, 0.095, -0.076], [-0.153, 0.000, 0.152], [0.129, -0.029, -0.049], [-0.212, 0.159, 0.255], [-0.172, 0.319, 0.795], [0.416, -0.033, -0.926], [0.825, -0.023, 0.394], [-0.580, -0.103, -0.037], [-0.248, 0.161, 0.159], [-0.124, -0.294, 0.477], [-0.036, -0.052, -0.102], [-0.077, 0.000, -0.159], [0.002, -0.940, -0.294], [-0.295, -0.361, -0.169], [-0.405, 0.481, 0.248], [-0.078, 0.449, -0.196], [0.227, 0.110, 0.022], [0.372, -0.099, 0.155], [-0.338, -0.052, 0.160], [0.315, -0.012, 0.010], [0.201, 0.077, 0.004], [0.043, 0.086, -0.087], [0.032, -0.070, -0.169], [0.037, 0.136, -0.017], [-0.100, -0.092, -0.104], [0.122, 0.128, 0.125], [0.041, 0.100, -0.160], [0.147, 0.262, -0.139], [0.075, 0.222, 0.272], [-0.184, -0.291, -0.321], [0.025, -0.107, 0.253], [-0.059, -0.111, -0.212], [0.029, -0.063, -0.250], [0.039, 0.132, 0.116], [0.064, -0.027, -0.087], [-0.008, 0.008, 0.201], [-0.029, -0.037, 0.010], [-0.086, -0.076, -0.224]], "mulliken_charge": [-1.38, -0.75, 1.00, -1.85, -0.45, -0.06, 0.72, -1.01, -0.68, -0.46, -0.69, -0.09, -0.77, 0.34, 0.45, 0.17, 0.38, 0.32, 0.47, 0.42, 0.37, 0.50, 0.75, 0.26, 0.29, 0.32, 0.26, 0.30, 0.20, 0.35, 0.27, -0.70, 0.54, -0.23, -1.17, 0.48, -0.72, -0.54, -0.48, -0.43, -0.27, 0.29, -1.05, -0.17, -0.21, -1.02, 0.27, 0.30, 0.46, 0.28, 0.36, 0.32, 0.26, 0.32, 0.25, 0.31, 0.25, 0.29, 0.31, 0.20, 0.42, 0.05, 0.27, 0.07, 0.36, 0.35], "smiles": "CC[C@H](C)[C@H](NC(C)=O)C(=O)NC.O=C(NC[C@H]1CCCO1)NC1CCCC1", "e_homo_ev": -9.04, "largest_force_ev_per_a": 2.12, "total_charge": 0, "e_lumo_ev": 0.5, "gap_ev": 9.5, "energy_ev": -35508.74144}

Record 2
{"formula": "C5H8Br2", "method": "ωB97M-V/def2-TZVPD", "symbols": ["C", "C", "C", "C", "C", "Br", "Br", "H", "H", "H", "H", "H", "H", "H", "H"], "coordinates": [[0.80717, -0.96355, -0.95759], [0.79550, 0.36989, -1.05727], [1.69598, -1.75869, -0.11266], [-1.59265, 1.49444, 1.28620], [-2.89796, 1.00924, 0.79098], [2.05788, 1.65511, -0.34070], [-3.10350, -0.09052, -0.70504], [-0.03515, -1.50675, -1.38191], [-0.03246, 0.74748, -1.65581], [2.16188, -2.50072, -0.85252], [1.28588, -2.24960, 0.72601], [2.64288, -1.08493, 0.04763], [-0.95384, 1.95382, 0.47017], [-1.91659, 2.16960, 2.09996], [-0.91502, 0.75518, 1.64254]], "forces_ev_per_a": [[-0.844, 1.185, 1.215], [-0.485, -0.702, -0.693], [4.509, 0.717, -2.960], [-0.414, 0.974, -1.356], [-0.773, 0.020, 0.452], [-0.785, -0.891, -0.384], [0.779, 0.102, 0.034], [0.007, 0.350, -0.284], [0.512, 0.726, 0.160], [-0.723, 0.265, 1.304], [-0.384, -0.349, 0.947], [-1.800, -1.315, 0.686], [-0.843, 0.045, 0.797], [0.894, -0.034, -0.455], [0.351, -1.092, 0.537]], "mulliken_charge": [0.28, -0.75, -1.00, -0.43, -0.25, -0.15, -0.07, 0.32, 0.47, 0.27, 0.28, 0.27, 0.16, 0.29, 0.32], "e_homo_ev": [-8.38, -8.38], "largest_force_ev_per_a": 5.44, "total_charge": 0, "e_lumo_ev": [-0.6, -0.5], "gap_ev": [7.8, 7.8], "energy_ev": -145394.85272}